This record from the OMol25 dataset describes C31H19AuBrF4NO5P as an isolated structure. The level of theory is ωB97M-V/def2-TZVPD.

As for the orbital gap: 0.18306 hartree. The total energy comes out at -5073.91847 Ha. As for the LUMO energy: -5.73 eV. The value obtained for the energy above the lowest of the compared OMol25 structures with the same formula, charge and spin is 2.485 eV.

```
! wB97M-V def2-TZVPD RIJCOSX def2/J DEFGRID3
* xyz 1 1
Au -0.61 -0.96 -0.08
Br -2.81 -1.92 -0.35
P -1.39 1.32 -0.07
F -3.82 3.18 0.31
F -5.71 -1.84 -0.30
F -6.40 2.76 0.29
F -7.42 0.25 -0.01
O 1.73 0.24 2.19
O 3.29 -1.47 -1.20
O 0.37 1.40 0.27
O 1.24 -0.65 -0.98
O 1.36 3.04 -0.89
N 0.39 -2.90 0.21
C 2.81 0.69 1.50
C -5.59 1.73 0.12
C -2.34 2.49 3.72
C -3.29 0.89 -0.05
C -5.24 -0.61 -0.17
C 0.61 -5.18 0.81
C -0.12 -4.01 0.74
C -1.79 3.35 -1.95
C 5.14 1.56 0.23
C 2.44 -4.03 -0.21
C 1.91 -5.19 0.32
C -1.73 3.73 3.81
C 3.90 2.01 -0.19
C -4.21 1.92 0.11
C 5.20 0.67 1.30
C -1.02 4.24 2.73
C -0.63 1.38 -2.70
C -1.66 3.90 -3.21
C -1.54 2.28 1.46
C -1.28 2.08 -1.69
C 2.73 1.58 0.43
C 4.05 0.24 1.93
C -2.26 1.77 2.53
C 2.15 -1.59 -0.85
C -0.89 3.51 1.56
C -6.12 0.46 -0.03
C -1.03 3.19 -4.22
C -3.88 -0.36 -0.17
C -0.52 1.93 -3.97
C 1.64 -2.90 -0.25
C 1.46 2.09 -0.15
H -2.88 2.08 4.56
H -2.04 4.90 -3.40
H -2.76 0.81 2.46
H 3.81 2.70 -1.02
H 0.96 0.68 1.81
H -1.80 4.30 4.72
H -0.16 0.42 -2.51
H 4.10 -0.43 2.77
H 2.50 -6.09 0.36
H 3.44 -3.96 -0.60
H 6.04 1.88 -0.27
H 0.16 -6.06 1.25
H 6.17 0.31 1.64
H -0.30 3.89 0.74
H 0.00 1.39 -4.75
H -0.54 5.21 2.80
H -2.26 3.93 -1.17
H -1.13 -3.95 1.14
H -0.94 3.63 -5.21
*
```

This record from the OMol25 dataset describes one molecule with the formula C6H7N. The level of theory is ωB97M-V/def2-TZVPD.

As for the orbital gap: 0.41237 hartree. The total energy comes out at -287.50759 Ha. The SMILES is C#C[C@@H](C)CC#N. As for the LUMO energy: 0.80 eV. The value obtained for the energy above the lowest of the compared OMol25 structures with the same formula, charge and spin is 2.167 eV.

```
! wB97M-V def2-TZVPD RIJCOSX def2/J DEFGRID3
* xyz 0 1
N 2.41 1.91 -1.34
C -0.56 -1.49 0.65
C 1.69 1.02 -1.18
C -1.58 1.87 0.67
C 0.81 -0.13 -0.97
C -0.79 0.97 0.57
C 0.15 -0.15 0.42
H -2.28 2.67 0.77
H 0.17 -2.31 0.63
H 0.94 -0.03 1.18
H 1.39 -1.05 -1.10
H -1.08 -1.50 1.61
H 0.03 -0.12 -1.74
H -1.30 -1.67 -0.14
*
```

This record from the OMol25 dataset describes one molecule with the formula C2H5OPS2. The level of theory is ωB97M-V/def2-TZVPD.

As for the orbital gap (alpha / beta): 0.24535 / 0.24537 hartree. The total energy comes out at -1292.12386 Ha. The SMILES is CCSOP=S. As for the LUMO energy (alpha / beta): -1.61 / -1.61 eV. The value obtained for the energy above the lowest of the compared OMol25 structures with the same formula, charge and spin is 1.755 eV.

```
! wB97M-V def2-TZVPD RIJCOSX def2/J DEFGRID3
* xyz 0 1
S -1.67 -0.76 -2.18
S 1.63 -0.75 -0.43
P -1.18 -2.30 -1.11
O 0.43 -1.87 -0.23
C -0.20 0.63 1.07
C 0.70 0.76 -0.14
H 1.33 1.69 -0.05
H 0.23 0.88 -1.17
H 0.53 0.25 1.85
H -1.15 -0.11 0.88
H -0.66 1.57 1.52
*
```

This record from the OMol25 dataset describes C37H28F3MnN7 as an isolated structure. The level of theory is ωB97M-V/def2-TZVPD.

As for the orbital gap (alpha / beta): 0.27626 / 0.27116 hartree. The total energy comes out at -3260.48781 Ha. As for the LUMO energy (alpha / beta): -3.22 / -3.50 eV. The value obtained for the energy above the lowest of the compared OMol25 structures with the same formula, charge and spin is 0.006 eV.

```
! wB97M-V def2-TZVPD RIJCOSX def2/J DEFGRID3
* xyz 1 5
Mn 0.02 -0.81 0.09
F -8.32 -5.25 -1.22
F -7.68 -5.12 -3.28
F -8.72 -3.46 -2.38
N -0.14 -0.90 2.31
N -1.30 -0.46 4.15
N -1.25 1.08 0.80
N 0.10 0.78 -1.47
N 2.08 -0.26 0.18
N 0.21 2.90 -2.07
N 2.92 -1.07 -0.26
C 2.09 0.25 -4.56
C -2.79 -2.13 -0.63
C 3.63 3.06 -0.37
C 0.48 -3.77 -0.76
C -1.73 -1.62 -0.34
C -4.73 -3.56 -0.12
C -0.98 -0.08 2.89
C -5.83 -2.98 -2.60
C 2.17 1.60 -4.94
C -0.57 -2.48 5.51
C 3.27 1.73 -0.58
C -0.22 2.00 -1.15
C -4.62 -2.42 -2.24
C 0.89 2.20 -3.05
C 0.95 -3.88 4.23
C -7.81 -4.42 -2.14
C 2.37 -2.33 -0.54
C -1.45 1.18 2.24
C 1.57 2.60 -4.20
C 2.72 -4.60 -1.16
C -5.94 -4.12 -0.48
C -4.06 -2.71 -0.99
C 3.24 -3.35 -0.89
C 0.97 -2.51 -0.46
C 0.23 -3.60 5.40
C 2.53 3.03 1.77
C 2.15 1.71 1.57
C -6.49 -3.83 -1.71
C 0.90 -3.05 3.13
C 0.80 0.86 -2.67
C 0.10 -1.92 3.23
C 1.40 -0.14 -3.43
C 3.26 3.71 0.80
C -0.62 -1.65 4.40
C -0.92 2.34 0.12
C 2.53 1.08 0.39
C 1.35 -4.81 -1.09
H 0.10 3.90 -2.01
H 1.33 -1.18 -3.14
H 0.30 -4.28 6.24
H 3.54 1.21 -1.49
H -6.46 -4.78 0.20
H -4.10 -1.76 -2.91
H -2.07 0.66 0.37
H -0.85 2.01 2.62
H 0.94 -5.79 -1.31
H -2.49 1.39 2.51
H 3.55 4.73 0.96
H -0.59 -3.95 -0.73
H -1.79 2.97 -0.07
H 1.56 -4.78 4.20
H 2.27 3.53 2.70
H -1.93 0.01 4.77
H 1.60 1.16 2.31
H 4.20 3.58 -1.13
H 2.56 -0.50 -5.18
H 1.45 -3.27 2.23
H 1.63 3.64 -4.49
H -4.29 -3.79 0.85
H 2.71 1.86 -5.84
H -6.27 -2.76 -3.56
H -1.13 -2.27 6.41
H 3.38 -5.42 -1.44
H 4.30 -3.15 -0.95
H -0.23 2.90 0.76
*
```

This record from the OMol25 dataset describes C24H20MnN5O2S as an isolated structure. The level of theory is ωB97M-V/def2-TZVPD.

As for the orbital gap (alpha / beta): 0.16227 / 0.24963 hartree. The total energy comes out at -2900.04683 Ha. As for the LUMO energy (alpha / beta): -2.81 / -0.58 eV. The value obtained for the energy above the lowest of the compared OMol25 structures with the same formula, charge and spin is 1.183 eV.

```
! wB97M-V def2-TZVPD RIJCOSX def2/J DEFGRID3
* xyz 0 5
Mn 0.74 -0.28 -0.18
S -0.11 1.34 -2.33
O -2.36 -0.89 2.84
O 4.43 0.99 1.57
N -0.35 -0.39 1.69
N 2.69 -0.16 -1.35
N 1.55 -2.45 0.20
N 2.17 0.33 1.22
N -1.19 -1.49 -0.46
C 1.76 1.46 4.75
C 3.71 0.36 -0.59
C -1.80 1.44 -2.01
C 2.79 -0.32 -2.63
C -2.86 -2.39 -1.92
C -3.43 2.54 -0.64
C -4.41 1.90 -1.36
C 3.49 0.60 0.86
C 1.67 0.61 2.46
C 5.03 0.55 -2.62
C -3.81 -2.41 -0.84
C 4.90 0.69 -1.22
C -4.11 1.13 -2.49
C -2.11 2.29 -0.98
C -3.38 -1.99 0.38
C 0.30 0.24 2.72
C -2.79 0.85 -2.82
C -1.58 -1.97 -1.63
C -2.09 -1.38 0.53
C -0.29 0.42 4.00
C 2.40 1.25 3.51
C -1.62 -0.81 1.85
C 4.01 -0.01 -3.31
C 0.41 1.13 4.95
H 1.92 -0.72 -3.18
H -0.11 1.33 5.86
H 4.05 -0.24 -4.37
H 3.42 1.52 3.27
H 0.89 -3.12 -0.18
H 2.35 1.94 5.54
H 2.50 -2.65 0.00
H -5.43 1.91 -0.98
H -1.30 2.88 -0.42
H -0.79 -1.94 -2.38
H -5.00 0.73 -2.99
H -4.82 -2.88 -0.85
H -3.07 -2.78 -2.91
H -3.67 3.22 0.19
H 1.59 -2.61 1.21
H 5.94 0.85 -3.14
H -4.05 -2.00 1.29
H -1.31 0.13 4.10
H -2.55 0.12 -3.58
H 5.67 1.17 -0.60
*
```

This record from the OMol25 dataset describes C36H29AsClN5OOsS2 as an isolated structure. The level of theory is ωB97M-V/def2-TZVPD.

As for the orbital gap (alpha / beta): 0.23884 / 0.13053 hartree. The total energy comes out at -5320.73580 Ha. As for the LUMO energy (alpha / beta): -5.75 / -9.05 eV. The value obtained for the energy above the lowest of the compared OMol25 structures with the same formula, charge and spin is 1.625 eV.

```
! wB97M-V def2-TZVPD RIJCOSX def2/J DEFGRID3
* xyz 2 5
Os 1.23 1.44 -0.62
As -0.52 -0.78 -0.17
Cl 6.11 -2.73 -2.16
S 2.62 0.21 0.89
S 2.72 1.57 -2.39
O 0.02 1.98 0.89
N 0.27 2.90 -1.75
N 0.75 3.28 -2.97
N 2.46 -1.30 -1.75
N 3.20 2.39 2.34
N 2.41 3.15 -4.52
C -2.39 -2.05 -1.84
C -2.55 -0.95 4.10
C -1.24 -0.52 3.97
C 3.21 0.37 3.54
C -1.47 3.55 -0.15
C -2.86 0.32 -1.59
C 3.02 1.05 2.33
C 3.52 3.09 3.45
C -1.02 2.78 0.96
C -2.83 3.69 2.29
C -2.61 4.37 0.01
C 3.68 -3.35 -3.17
C 3.76 -1.54 -1.61
C 1.86 2.77 -3.36
C -0.76 -5.38 -1.19
C -1.52 -3.11 -1.40
C -4.30 -1.09 -2.95
C -3.29 4.44 1.20
C -3.28 -1.31 2.98
C 0.24 -4.96 -0.30
C -2.08 -0.77 -1.31
C 1.77 -2.05 -2.61
C 4.42 -2.54 -2.32
C -1.63 -4.47 -1.74
C -1.72 2.88 2.17
C 2.33 -3.10 -3.31
C -3.99 0.17 -2.41
C -0.66 -0.46 2.71
C -1.38 -0.82 1.59
C 3.68 2.45 4.64
C -3.51 -2.18 -2.68
C 3.54 1.06 4.68
C -0.49 -2.70 -0.51
C 0.38 -3.61 0.04
C -2.70 -1.25 1.72
C -0.80 3.57 -1.40
H -2.94 4.95 -0.84
H -1.17 4.25 -2.15
H 3.09 2.88 1.46
H 4.17 -4.14 -3.73
H 1.95 3.84 -5.09
H -3.76 -3.14 -3.12
H 1.72 -3.71 -3.96
H 0.73 -1.77 -2.76
H -0.68 -0.22 4.84
H -3.34 3.76 3.24
H -3.28 -1.53 0.85
H 3.30 2.78 -4.81
H 3.70 0.53 5.61
H -0.85 -6.42 -1.44
H 3.92 3.01 5.54
H -4.62 1.02 -2.62
H 4.31 -0.93 -0.91
H -2.61 1.29 -1.18
H 3.09 -0.70 3.54
H -1.36 2.29 3.01
H -4.30 -1.65 3.07
H -4.15 5.08 1.31
H -2.40 -4.81 -2.42
H -5.16 -1.20 -3.59
H 3.63 4.16 3.34
H 1.16 -3.27 0.72
H -3.01 -1.01 5.08
H 0.37 -0.12 2.61
H 0.92 -5.68 0.13
*
```

This record from the OMol25 dataset describes a 2-piece molecular cluster, C4H7NO overall. The level of theory is ωB97M-V/def2-TZVPD.

As for the orbital gap: 0.31775 hartree. The total energy comes out at -286.56983 Ha. The SMILES is c1cc[nH]c1.O. As for the LUMO energy: 0.56 eV. The value obtained for the energy above the lowest of the compared OMol25 structures with the same formula, charge and spin is 1.682 eV.

```
! wB97M-V def2-TZVPD RIJCOSX def2/J DEFGRID3
* xyz 0 1
O 2.41 1.32 -0.60
N -0.33 0.69 -0.14
C -0.20 -0.44 -0.92
C -1.13 0.42 0.92
C -1.53 -0.90 0.84
C -1.02 -1.45 -0.43
H -1.51 1.09 1.81
H 0.59 -0.40 -1.63
H 0.16 1.51 -0.35
H -2.02 -1.59 1.53
H 2.74 1.82 0.16
H 2.79 0.37 -0.33
H -0.95 -2.45 -0.86
*
```

Please write out number 6 again, unchanged.
This record from the OMol25 dataset describes C36H29AsClN5OOsS2 as an isolated structure. The level of theory is ωB97M-V/def2-TZVPD.

As for the orbital gap (alpha / beta): 0.23884 / 0.13053 hartree. The total energy comes out at -5320.73580 Ha. As for the LUMO energy (alpha / beta): -5.75 / -9.05 eV. The value obtained for the energy above the lowest of the compared OMol25 structures with the same formula, charge and spin is 1.625 eV.

```
! wB97M-V def2-TZVPD RIJCOSX def2/J DEFGRID3
* xyz 2 5
Os 1.23 1.44 -0.62
As -0.52 -0.78 -0.17
Cl 6.11 -2.73 -2.16
S 2.62 0.21 0.89
S 2.72 1.57 -2.39
O 0.02 1.98 0.89
N 0.27 2.90 -1.75
N 0.75 3.28 -2.97
N 2.46 -1.30 -1.75
N 3.20 2.39 2.34
N 2.41 3.15 -4.52
C -2.39 -2.05 -1.84
C -2.55 -0.95 4.10
C -1.24 -0.52 3.97
C 3.21 0.37 3.54
C -1.47 3.55 -0.15
C -2.86 0.32 -1.59
C 3.02 1.05 2.33
C 3.52 3.09 3.45
C -1.02 2.78 0.96
C -2.83 3.69 2.29
C -2.61 4.37 0.01
C 3.68 -3.35 -3.17
C 3.76 -1.54 -1.61
C 1.86 2.77 -3.36
C -0.76 -5.38 -1.19
C -1.52 -3.11 -1.40
C -4.30 -1.09 -2.95
C -3.29 4.44 1.20
C -3.28 -1.31 2.98
C 0.24 -4.96 -0.30
C -2.08 -0.77 -1.31
C 1.77 -2.05 -2.61
C 4.42 -2.54 -2.32
C -1.63 -4.47 -1.74
C -1.72 2.88 2.17
C 2.33 -3.10 -3.31
C -3.99 0.17 -2.41
C -0.66 -0.46 2.71
C -1.38 -0.82 1.59
C 3.68 2.45 4.64
C -3.51 -2.18 -2.68
C 3.54 1.06 4.68
C -0.49 -2.70 -0.51
C 0.38 -3.61 0.04
C -2.70 -1.25 1.72
C -0.80 3.57 -1.40
H -2.94 4.95 -0.84
H -1.17 4.25 -2.15
H 3.09 2.88 1.46
H 4.17 -4.14 -3.73
H 1.95 3.84 -5.09
H -3.76 -3.14 -3.12
H 1.72 -3.71 -3.96
H 0.73 -1.77 -2.76
H -0.68 -0.22 4.84
H -3.34 3.76 3.24
H -3.28 -1.53 0.85
H 3.30 2.78 -4.81
H 3.70 0.53 5.61
H -0.85 -6.42 -1.44
H 3.92 3.01 5.54
H -4.62 1.02 -2.62
H 4.31 -0.93 -0.91
H -2.61 1.29 -1.18
H 3.09 -0.70 3.54
H -1.36 2.29 3.01
H -4.30 -1.65 3.07
H -4.15 5.08 1.31
H -2.40 -4.81 -2.42
H -5.16 -1.20 -3.59
H 3.63 4.16 3.34
H 1.16 -3.27 0.72
H -3.01 -1.01 5.08
H 0.37 -0.12 2.61
H 0.92 -5.68 0.13
*
```